[1]
64
Properties=species:S:1:pos:R:3 method="wB97M-V/def2-TZVPD" charge=+3 homo_ev=-15.86 e_tot_ev=-127579.4979 e_above_lowest_ev=0.736
Ta -0.442 -0.008 -0.066
Br -4.432 0.180 6.110
S 1.828 4.046 1.153
O -0.047 0.420 -1.777
O -1.222 -0.197 1.759
O -2.025 1.432 -0.536
O -2.326 -1.064 0.118
O 0.101 0.920 -6.519
N 0.452 1.967 0.712
N 1.481 -0.951 0.933
N 0.014 -2.085 -0.938
C -5.764 -1.536 2.566
C 0.751 -4.314 -2.379
C 1.894 -2.167 0.509
C -1.719 1.679 -2.888
C -4.672 -1.444 1.729
C 0.274 3.940 1.862
C -0.405 1.145 -5.337
C 3.560 -2.244 2.231
C 2.927 -2.832 1.145
C 1.542 -3.857 -1.335
C -0.321 2.773 1.527
C -0.759 -2.530 -1.938
C 1.260 0.098 -6.699
C -2.350 -0.724 1.354
C -4.520 -0.471 4.340
C 2.085 -0.395 1.996
C -3.417 -0.365 3.521
C 1.617 2.535 0.442
C -0.426 -3.642 -2.683
C -3.493 -0.854 2.207
C -2.417 1.897 -1.659
C 1.147 -2.736 -0.624
C -0.518 0.926 -2.946
C 0.133 0.667 -4.128
C -1.571 1.943 -5.298
C -2.202 2.191 -4.117
C 3.127 -1.000 2.667
C -3.672 2.699 -1.626
C -5.694 -1.057 3.870
H 1.048 -5.187 -2.945
H -1.301 2.450 1.838
H 2.161 0.645 -6.419
H -3.510 3.697 -2.035
H 2.460 -4.372 -1.092
H -4.446 2.217 -2.227
H 2.369 2.070 -0.181
H -1.077 -3.972 -3.480
H 1.056 0.103 -4.102
H 3.233 -3.815 0.815
H -2.505 0.087 3.885
H 1.183 -0.829 -6.129
H -6.551 -1.145 4.525
H 1.704 0.563 2.323
H 4.367 -2.757 2.737
H -4.712 -1.829 0.719
H -3.097 2.797 -4.130
H -4.027 2.783 -0.602
H -1.950 2.338 -6.231
H -0.122 4.727 2.485
H 1.298 -0.132 -7.758
H -1.679 -1.987 -2.118
H 3.583 -0.510 3.515
H -6.681 -1.987 2.213

[2]
8
Properties=species:S:1:pos:R:3 method="wB97M-V/def2-TZVPD" smiles="OP(O)(O)=S" homo_ev=-8.63 e_tot_ev=-26315.1472 e_above_lowest_ev=3.003
S -2.731 0.314 0.052
P -0.161 0.112 0.177
O 0.756 0.899 1.239
O 0.411 -1.368 0.061
O 0.562 0.550 -1.201
H -0.113 -1.898 -0.524
H 1.177 0.305 2.020
H 0.099 1.086 -1.825

[3]
73
Properties=species:S:1:pos:R:3 method="wB97M-V/def2-TZVPD" charge=-1 homo_ev=-5.08 e_tot_ev=-114686.3280 e_above_lowest_ev=0.286
Pb 0.375 1.065 0.025
S 2.232 -1.607 1.633
S -0.376 -2.247 -1.388
S 2.998 1.865 0.248
S 2.674 -0.827 -1.745
S -1.161 -1.723 1.933
F 1.240 3.072 4.920
F 4.195 6.091 2.846
F 2.635 5.414 4.972
F 4.355 4.489 0.714
F 1.396 1.447 2.809
O -2.843 -0.362 -0.375
O -0.241 3.068 0.849
O -0.123 2.342 -1.768
O -1.056 5.061 0.273
O -1.121 4.243 -2.357
N -4.211 2.340 -2.053
N -3.736 1.024 -2.006
C -3.304 2.002 -0.022
C -6.194 -0.723 -4.149
C 2.030 -2.168 -2.775
C 2.100 2.595 2.773
C 0.013 -2.611 2.986
C 3.499 4.945 2.824
C -1.829 -3.007 0.854
C -5.512 -1.898 -4.429
C -0.622 3.505 -1.520
C -4.343 0.052 -2.825
C -3.922 3.041 -3.309
C 1.367 -3.007 2.393
C -4.241 -2.089 -3.903
C 2.710 4.606 3.906
C -0.925 -3.547 -0.249
C 2.005 3.418 3.875
C 3.273 -2.531 0.473
C 3.838 -1.642 -0.629
C -5.620 0.249 -3.343
C -0.636 3.955 -0.008
C -3.224 0.750 -0.728
C 2.876 2.898 1.657
C -4.022 4.383 -0.656
C -3.842 2.922 -0.857
C 3.572 4.104 1.729
C -3.646 -1.119 -3.113
C 1.001 -3.125 -2.168
H -6.155 1.158 -3.103
H 4.383 -0.806 -0.187
H 0.632 -3.777 -2.965
H 1.979 -3.433 3.192
H -3.694 -2.998 -4.120
H -2.180 -3.842 1.466
H -2.653 -1.259 -2.713
H 2.673 -3.336 0.049
H -2.955 2.166 0.983
H -3.307 4.928 -1.277
H -3.798 4.642 0.376
H 1.580 -1.637 -3.617
H 4.109 -2.989 1.007
H -7.187 -0.561 -4.551
H 2.865 -2.747 -3.177
H -4.288 2.433 -4.134
H 0.171 -1.924 3.821
H -1.474 -4.316 -0.800
H 4.550 -2.217 -1.226
H -2.701 -2.526 0.411
H -2.854 3.240 -3.413
H 1.468 -3.768 -1.422
H 1.241 -3.782 1.637
H -4.473 3.980 -3.303
H -0.465 -3.503 3.399
H -5.040 4.687 -0.906
H -5.965 -2.655 -5.055
H -0.035 -4.015 0.172

[4]
16
Properties=species:S:1:pos:R:3 method="wB97M-V/def2-TZVPD" charge=+3 homo_ev="-20.77 / -20.83" e_tot_ev=-34133.6914 e_above_lowest_ev=2.724
Sc -1.547 -1.505 -1.940
O 1.849 -1.043 -1.026
O -0.214 0.675 -1.907
O 0.416 -0.497 0.529
O -2.552 -0.030 -0.911
C 1.353 -0.645 1.564
C -1.020 1.616 -1.554
C -2.262 1.183 -0.913
C 0.898 -0.689 2.805
C 0.679 -0.602 -0.727
H 2.096 -0.868 -1.945
H 1.604 -0.861 3.616
H -2.856 1.916 -0.349
H -0.165 -0.614 3.030
H -0.673 2.652 -1.523
H 2.394 -0.689 1.252

[5]
8
Properties=species:S:1:pos:R:3 method="wB97M-V/def2-TZVPD" charge=-1 homo_ev=-3.52 e_tot_ev=-18522.3089 e_above_lowest_ev=6.120
S -1.631 -0.468 -0.486
O -1.736 0.516 1.026
O -1.706 -1.912 -0.227
N 1.321 -0.428 0.037
C 0.953 0.908 -0.409
C 0.079 0.008 -0.713
H 1.398 1.862 -0.281
H 1.321 -0.486 1.053

[6]
96
Properties=species:S:1:pos:R:3 method="wB97M-V/def2-TZVPD" smiles="NC(N)=O.NC(N)=O.NC(N)=O.NC(N)=O.NC(N)=O.NC(N)=O.NC(N)=O.NC(N)=O.NC(N)=O.NC(N)=O.NC(N)=O.NC(N)=O" homo_ev=-9.39 e_tot_ev=-73568.4650 e_above_lowest_ev=1.898
O -4.411 32.026 -18.380
O -2.337 25.849 -13.208
O -7.467 33.673 -15.407
O -1.827 32.055 -15.777
O -3.287 38.569 -10.861
O -4.084 30.312 -14.196
O 2.382 34.550 -13.720
O -5.136 29.026 -10.855
O -1.773 33.039 -11.425
O -5.090 34.878 -11.496
O -1.997 34.482 -7.977
O -0.172 29.550 -11.282
N -4.975 28.500 -15.349
N 2.025 29.813 -10.657
N -1.594 34.129 -16.698
N 0.007 35.458 -7.511
N -0.512 34.690 -9.650
N -5.127 31.201 -10.081
N -2.479 36.477 -11.379
N -0.757 27.141 -14.110
N -3.221 29.950 -10.002
N -3.005 33.233 -13.344
N -4.727 33.171 -16.431
N -4.936 34.114 -9.395
N 0.608 31.597 -10.655
N -6.010 33.414 -13.619
N 0.223 35.012 -14.246
N -7.148 35.352 -13.940
N -1.808 31.368 -12.959
N -3.088 29.548 -16.045
N -1.150 38.038 -10.360
N -6.980 34.845 -10.199
N -2.348 28.107 -12.738
N -0.164 32.488 -17.299
N 0.915 32.851 -14.139
N -6.512 32.195 -17.468
C -6.910 34.086 -14.391
C 1.275 34.154 -14.074
C -5.647 34.692 -10.400
C -4.556 29.974 -10.362
C -1.251 32.800 -16.551
C -4.070 29.487 -15.116
C -5.161 32.401 -17.492
C 0.771 30.275 -10.970
C -2.390 37.742 -10.848
C -0.879 34.813 -8.349
C -2.099 32.614 -12.560
C -1.871 26.977 -13.313
H -0.544 35.946 -6.823
H -1.268 34.565 -17.542
H 1.509 32.090 -13.874
H 2.821 30.417 -10.682
H -5.377 33.929 -8.513
H -4.512 31.979 -9.950
H -4.862 27.844 -16.096
H -7.326 34.493 -9.326
H -0.638 26.278 -14.615
H -1.066 38.987 -10.043
H -1.944 28.979 -13.020
H 0.276 31.587 -17.235
H 0.986 35.606 -7.639
H -5.495 32.644 -14.009
H -3.335 28.155 -12.530
H -6.605 35.806 -13.226
H -3.219 29.137 -16.952
H -3.761 33.457 -16.425
H -3.944 34.235 -9.546
H -6.078 31.334 -10.377
H 1.409 32.155 -10.431
H -1.736 35.840 -11.159
H -3.396 32.660 -14.078
H 0.323 35.845 -13.694
H 0.000 32.688 -14.527
H -0.377 37.405 -10.404
H 0.230 33.122 -17.967
H -3.512 34.027 -12.991
H -2.516 30.379 -15.975
H -5.622 28.282 -14.610
H -2.377 31.025 -13.729
H -5.404 33.503 -15.770
H -2.735 30.815 -9.843
H 2.036 28.810 -10.582
H 0.433 34.766 -9.989
H -3.382 36.141 -11.670
H -2.738 29.242 -10.542
H -1.076 34.042 -10.208
H -1.842 34.750 -15.953
H -7.901 35.837 -14.394
H -5.823 33.873 -12.725
H -6.884 31.497 -18.085
H -0.632 34.582 -14.531
H -7.047 32.486 -16.663
H -7.568 35.269 -10.891
H -0.310 32.013 -10.833
H -0.359 28.011 -14.402
H -1.116 30.788 -12.506

[7]
14
Properties=species:S:1:pos:R:3 method="wB97M-V/def2-TZVPD" smiles=OCC#C[C@H]1CN1 homo_ev=-9.36 e_tot_ev=-8832.8743 e_above_lowest_ev=3.328
O 2.654 -0.564 1.903
N -2.417 -0.677 -0.225
C 1.036 0.268 0.321
C -1.535 0.493 -0.308
C 2.452 0.165 0.710
C -0.134 0.366 0.040
C -2.033 -0.179 -1.537
H -2.833 0.286 -2.107
H 3.014 -0.365 -0.065
H -2.009 1.419 0.008
H 2.874 1.180 0.778
H -1.308 -0.740 -2.123
H 2.107 -0.158 2.588
H -1.867 -1.496 0.018

[8]
51
Properties=species:S:1:pos:R:3 method="wB97M-V/def2-TZVPD" homo_ev=-8.75 e_tot_ev=-29151.4878 e_above_lowest_ev=0.182
O -5.468 -0.289 -1.023
O -2.906 3.286 -0.147
O -1.006 -0.992 -0.907
N -3.219 -0.648 -0.909
N -4.105 1.461 -0.612
N 5.100 -0.897 0.071
N 0.614 0.936 -0.526
C 5.074 -1.965 -0.907
C 6.462 -0.527 0.395
C -1.728 1.235 -0.525
C -2.886 2.096 -0.404
C -1.925 -0.176 -0.785
C -0.172 3.480 1.350
C 2.826 -0.031 -0.365
C -4.349 0.138 -0.861
C -3.209 -2.906 0.140
C 2.017 1.260 -0.453
C -0.419 1.750 -0.416
C -4.198 -2.563 1.260
C -3.703 -1.458 2.188
C -3.401 -2.077 -1.131
C 4.328 0.258 -0.350
C -0.147 3.199 -0.156
H -4.414 -2.205 -1.517
H -0.917 3.808 -0.626
H 0.824 3.469 -0.570
H 7.012 -0.121 -0.469
H 2.568 -0.566 0.550
H 4.055 -2.319 -1.038
H -5.153 -2.270 0.822
H -2.743 -1.730 2.624
H -4.370 -3.459 1.861
H 5.677 -2.794 -0.539
H -3.582 -0.515 1.661
H -3.335 -3.951 -0.150
H 0.122 4.509 1.537
H 0.356 -0.048 -0.703
H 2.569 -0.663 -1.215
H 6.990 -1.406 0.759
H 5.471 -1.652 -1.886
H -2.185 -2.780 0.496
H -2.673 -2.392 -1.882
H -4.922 2.059 -0.552
H 2.322 1.821 -1.346
H -4.414 -1.302 2.996
H 0.503 2.818 1.889
H 4.519 1.056 0.373
H -1.179 3.338 1.730
H 6.455 0.222 1.186
H 4.645 0.624 -1.345
H 2.220 1.882 0.424

[9]
20
Properties=species:S:1:pos:R:3 method="wB97M-V/def2-TZVPD" homo_ev=-9.11 e_tot_ev=-12891.3450 e_above_lowest_ev=1.485
O 0.168 0.984 -1.403
O 1.767 0.501 -2.966
N 1.161 -0.366 0.436
N -1.045 -0.693 0.332
N 0.119 -1.403 2.303
C 0.387 2.399 -3.218
C 0.081 -0.795 1.030
C 0.825 1.212 -2.576
C -1.017 -1.854 3.120
H -0.538 2.935 -2.966
H -0.708 -2.279 4.058
H 1.157 3.129 -3.140
H -1.820 -1.173 0.685
H 0.895 0.237 -0.733
H 0.853 -1.031 2.910
H 0.188 2.356 -4.304
H -1.221 -0.150 -0.567
H -1.576 -0.882 3.425
H -1.722 -2.616 2.655
H 2.047 -0.511 0.919

[10]
18
Properties=species:S:1:pos:R:3 method="wB97M-V/def2-TZVPD" homo_ev="-7.49 / -7.76" e_tot_ev=-17705.1525 e_above_lowest_ev=4.729
P 1.131 0.115 -0.271
O 0.884 -0.713 -1.582
O -1.521 0.554 0.339
C 0.978 -0.930 1.205
C 2.510 1.025 -0.407
C -2.448 1.204 -0.358
C -0.269 -1.461 -1.855
H -0.229 -2.674 -1.772
H -2.742 2.245 -0.206
H -2.213 1.308 -1.471
H 2.684 1.627 -1.201
H -1.187 -1.297 -1.142
H -0.614 -1.091 -2.878
H 2.998 1.309 0.486
H 0.954 -0.303 2.199
H -0.050 -1.324 1.127
H 1.838 -1.688 1.167
H -3.511 0.720 -0.444

[11]
71
Properties=species:S:1:pos:R:3 method="wB97M-V/def2-TZVPD" smiles="CC[C@H]1CC[C@H](C(=O)N[C@@H](C(=O)NCCCN2CCCC[C@@H]2C)C(C)C)CC1" homo_ev=-8.05 e_tot_ev=-33116.7045 e_above_lowest_ev=0.065
O -2.258 -1.749 3.792
O -0.094 -1.645 -0.067
N -0.221 -1.768 2.798
N 2.336 1.584 1.585
N -2.244 -1.741 0.585
C 3.214 2.365 2.437
C -0.549 0.772 -1.478
C 2.515 2.903 -0.475
C 4.684 1.929 2.386
C -1.321 1.032 -3.862
C 0.854 0.426 3.169
C 1.978 0.289 2.135
C -2.067 -0.945 -2.485
C -3.321 -3.561 1.846
C -2.037 -2.767 1.595
C -1.533 -2.047 2.864
C -1.728 2.005 -4.974
C 0.446 -0.923 3.762
C -1.681 -0.213 -1.193
C -0.943 1.759 -2.570
C -0.569 2.842 -5.502
C 4.265 1.135 0.061
C -3.051 -4.666 2.865
C -1.244 -1.247 -0.170
C 5.183 1.975 0.945
C -2.459 0.053 -3.569
C -3.852 -4.160 0.545
C 2.791 1.557 0.200
H 0.329 0.204 -1.791
H -0.180 3.506 -4.734
H 3.183 3.681 -0.119
H 1.177 1.073 3.985
H -0.898 3.452 -6.340
H 2.645 2.806 -1.550
H 4.567 1.217 -0.985
H -2.894 -1.633 -2.292
H -2.554 0.330 -0.814
H 4.781 0.911 2.772
H -2.719 -4.238 3.806
H -0.256 -0.777 4.586
H -0.108 2.437 -2.750
H -0.452 0.459 -4.204
H 2.179 0.810 -0.315
H 2.832 -0.225 2.606
H -3.118 -4.839 0.117
H 0.240 2.200 -5.843
H -3.150 -1.300 0.572
H 6.206 1.595 0.886
H -3.959 -5.236 3.048
H 0.252 -1.929 1.916
H -0.293 1.308 -0.562
H -1.248 -3.429 1.221
H -1.793 2.358 -2.233
H 2.845 2.305 3.463
H -4.063 -2.875 2.268
H 4.355 0.085 0.354
H 3.140 3.410 2.123
H 1.493 3.208 -0.271
H -0.009 0.894 2.694
H 5.194 3.009 0.597
H -3.341 0.613 -3.248
H 1.624 -0.338 1.315
H 5.281 2.586 3.021
H -2.147 1.428 -5.802
H -4.765 -4.718 0.738
H -4.073 -3.390 -0.190
H -2.724 -0.490 -4.480
H 1.333 -1.446 4.139
H -1.212 -1.535 -2.821
H -2.515 2.666 -4.604
H -2.285 -5.345 2.497

[12]
16
Properties=species:S:1:pos:R:3 method="wB97M-V/def2-TZVPD" smiles="C[C@@H](CO)NC=O" homo_ev=-9.98 e_tot_ev=-9879.2057 e_above_lowest_ev=0.855
O 1.797 -1.574 -0.566
O -0.200 -1.896 1.223
N 1.099 0.551 0.018
C -0.314 0.422 0.406
C -1.149 1.327 -0.496
C -0.867 -1.009 0.374
C 1.978 -0.373 -0.425
H -0.895 -1.375 -0.663
H -2.198 1.329 -0.182
H -0.388 0.764 1.447
H -0.786 2.361 -0.467
H 1.461 1.495 0.062
H 0.602 -2.141 0.730
H 2.955 0.085 -0.671
H -1.095 0.974 -1.532
H -1.906 -0.945 0.721